Entry 1:
C16H24N8 | ωB97M-V with the def2-TZVPD basis set

Calculated values
M in g/mol: 328.4
Frontier orbital gap in eV: 11.58
Highest occupied orbital energy in eV: -11.168
ΔE to the lowest compared entry with this formula, charge and spin in kcal per mole: 59.5
Electronic energy in a.u.: -1061.96560

```
48
Properties=species:S:1:pos:R:3:forces:R:3:lowdin_charge:R:1
C 3.689053 0.783940 -7.264597 -0.510 0.227 0.339 -0.088
C 4.568743 -0.338260 -7.082067 4.146 -4.097 1.161 -0.283
N 5.325513 -1.244830 -6.905527 -3.308 3.797 -0.818 0.113
H 4.183263 1.752720 -7.191637 0.347 -0.192 -0.567 0.086
H 3.007393 0.825660 -6.415067 -0.415 -0.316 -0.230 0.084
H 3.181623 0.599420 -8.211467 -0.261 0.566 0.119 0.088
C 0.885833 -1.359550 8.093943 -1.369 2.370 0.875 -0.062
C 1.105023 0.026000 8.720993 0.521 1.215 1.270 -0.251
N 1.245913 1.082550 9.224633 -0.440 -3.205 -1.643 0.095
H 1.499473 -2.166390 8.494643 0.446 0.463 -0.619 0.078
H 0.763413 -1.125710 7.036383 0.933 -0.777 -0.208 0.074
H -0.140937 -1.616490 8.354373 -0.096 -0.065 0.317 0.067
C -1.335007 4.736860 -3.682157 -0.059 0.115 -0.947 -0.072
C -0.578677 5.537730 -4.641267 0.918 1.303 -0.461 -0.295
N 0.047413 6.185800 -5.368457 -0.736 -0.808 0.707 0.119
H -1.253577 3.737550 -4.109757 -0.144 -0.328 0.708 0.082
H -2.379507 5.043940 -3.735127 0.021 -0.048 0.181 0.081
H -0.945697 4.851530 -2.670527 0.000 -0.243 -0.184 0.085
C 0.330683 -5.775980 -7.746017 -0.562 0.046 -0.100 -0.081
C 0.742923 -4.888010 -8.779807 1.251 3.486 -3.593 -0.310
N 1.062603 -4.125630 -9.618237 -0.893 -2.285 2.418 0.122
H 1.258543 -6.200950 -7.363147 -0.563 -0.436 0.492 0.092
H -0.381307 -6.452900 -8.218167 0.363 -0.611 0.292 0.088
H -0.268287 -5.186080 -7.052227 0.406 -0.181 0.490 0.089
C -6.883997 0.509700 5.089723 0.574 0.744 -0.799 -0.068
C -5.792267 0.552310 4.016503 -1.162 -0.412 1.231 -0.249
N -5.004507 0.563990 3.177043 -0.344 0.065 0.444 0.107
H -6.842707 1.399580 5.717803 0.392 0.102 -0.132 0.068
H -6.874867 -0.332360 5.781773 0.411 -0.213 -0.515 0.072
H -7.864607 0.578250 4.618763 0.132 -0.283 -0.227 0.070
C 0.424063 -7.671140 -0.212907 -0.318 0.778 -0.129 -0.082
C 0.558973 -6.939860 1.035013 1.027 2.290 4.201 -0.281
N 0.695213 -6.362650 2.064003 -0.606 -2.174 -3.901 0.112
H 0.727743 -7.030590 -1.040907 0.265 -0.012 0.048 0.083
H -0.652807 -7.779970 -0.341797 0.084 -0.792 -0.163 0.083
H 1.034313 -8.574220 -0.200437 -0.448 -0.075 -0.040 0.086
C -0.143257 7.566810 6.236023 -0.498 1.180 0.820 -0.091
C 0.457603 7.246110 4.952573 1.218 -1.160 -2.015 -0.270
N 0.923973 6.951170 3.920033 -1.124 0.798 2.432 0.118
H 0.391043 8.334000 6.796423 0.589 0.043 -0.383 0.079
H -0.279437 6.790060 6.988493 0.058 -0.533 -0.692 0.084
H -1.096767 8.068700 6.071613 -0.240 -0.343 -0.166 0.079
C 1.886473 0.551470 0.615493 0.073 0.618 0.215 -0.080
C 1.500073 -0.362670 -0.413347 -0.523 -1.919 -1.949 -0.305
N 1.269233 -1.109130 -1.271367 0.179 1.042 1.172 0.122
H 2.044623 1.511330 0.123803 0.183 0.124 0.265 0.086
H 2.815623 0.187110 1.053693 -0.103 0.223 0.206 0.089
H 1.091853 0.669070 1.352273 0.183 -0.088 0.082 0.087
```
Positions in Å, forces in eV/Å.

Entry 2:
C16H24NO4PSc | ωB97M-V with the def2-TZVPD basis set

Calculated values
M in g/mol: 370.3
Frontier orbital gap in eV: 9.26
Highest occupied orbital energy in eV: -19.693
Net charge: +3
ΔE to the lowest compared entry with this formula, charge and spin in kcal per mole: 15.7
Electronic energy in a.u.: -2080.99066

```
47
Properties=species:S:1:pos:R:3:forces:R:3:lowdin_charge:R:1
Sc 0.520716 -0.123346 0.291146 1.456 -0.432 -0.351 1.200
C 3.494991 2.707660 -1.112190 -0.669 -0.097 1.381 0.021
C 3.078063 1.705367 -0.050829 0.160 -1.564 -0.496 -0.214
C 3.405601 0.317311 -0.202947 -0.254 -0.075 0.635 -0.008
C 3.197580 -0.672984 0.779921 -0.598 1.135 -0.722 -0.045
C 2.499987 -0.310394 1.950227 0.542 -1.444 0.678 -0.127
C 2.127107 1.005955 2.103366 -1.100 1.760 -0.632 -0.088
C 2.278632 1.988513 1.061326 0.687 -0.522 1.011 -0.020
H 2.548424 3.151946 -1.381957 -0.038 0.805 -0.484 0.086
H 3.944104 2.248086 -1.960603 0.293 -0.500 -0.613 0.087
H 4.198214 3.476215 -0.746528 -0.489 -0.282 0.109 0.130
H 3.870132 -0.041533 -1.097277 0.496 0.202 -0.479 0.131
H 3.593787 -1.651012 0.553948 -0.199 -0.283 0.315 0.142
H 2.332462 -1.028747 2.786249 0.309 0.587 -0.745 0.157
H 1.663272 1.334311 3.034072 0.002 -0.097 -0.200 0.142
H 1.948306 3.007350 1.227596 -0.094 -0.043 0.149 0.145
O -0.087172 1.023390 -1.438274 0.751 0.993 -0.446 -0.149
C -1.242394 1.946422 -1.355291 -0.918 -2.123 -0.015 -0.015
C -1.865227 1.693405 0.032967 1.698 1.560 -2.600 -0.236
C -3.093493 2.168389 0.347827 -1.299 1.392 -0.411 0.038
C -3.508046 2.096226 1.656427 -1.166 0.012 -0.017 0.034
C -2.759248 1.400235 2.581142 0.890 -0.646 -0.480 0.022
C -1.530385 0.930169 2.162831 0.062 -0.695 -0.678 -0.049
N -1.044641 1.104281 0.873649 -1.195 -0.336 2.974 -0.015
H 0.492057 1.365052 -2.161411 -0.465 -0.503 0.658 0.150
H -1.942916 1.526472 -2.085082 -0.039 0.516 -0.094 0.153
H -0.919810 2.931209 -1.668054 -0.149 0.369 0.540 0.155
H -3.710073 2.694509 -0.404641 0.449 -0.456 0.458 0.167
H -4.477939 2.484729 1.950733 0.074 0.061 -0.100 0.151
H -3.204578 1.100427 3.509433 0.274 0.234 0.578 0.140
H -0.957998 0.242654 2.778889 0.144 0.316 0.226 0.120
C 0.817900 -1.624269 -2.616696 -0.436 0.288 -0.239 -0.034
O 0.685447 -1.698800 -1.150157 -1.174 -0.448 -0.521 -0.478
P -0.440027 -2.951772 -0.627878 0.446 0.809 0.667 1.092
O -1.752538 -2.582560 -1.406891 1.171 0.881 0.362 -0.356
C -2.549447 -3.608310 -2.074884 1.066 -1.447 -0.823 -0.036
O -0.603193 -1.893897 0.804098 -0.195 -0.808 -0.471 -0.461
C -1.227895 -2.652710 1.900989 1.983 1.896 2.956 -0.054
H 1.427499 -2.438303 -2.977280 0.628 0.050 0.100 0.113
H 1.174896 -0.623322 -2.856443 0.449 -0.424 -0.042 0.089
H -0.142237 -1.725416 -3.128981 -0.166 0.073 0.463 0.098
H -3.528890 -3.184178 -2.015183 -0.687 -0.348 -0.167 0.093
H -2.407131 -4.559395 -1.482720 -0.567 0.861 -0.924 0.111
H -2.188313 -3.735635 -3.158152 -0.626 0.219 1.716 0.133
H -1.705659 -3.500466 1.589918 -1.113 -2.203 -1.336 0.054
H -1.945907 -2.099918 2.509909 -0.083 0.616 -0.769 0.102
H -0.464026 -2.943308 2.673676 -0.308 0.140 -1.120 0.130
```
Positions in Å, forces in eV/Å.

Entry 3:
C16H24NOS | ωB97M-V with the def2-TZVPD basis set

Calculated values
M in g/mol: 278.4
Frontier orbital gap in eV: 9.13
Highest occupied orbital energy in eV: -12.134
Net charge: +1
ΔE to the lowest compared entry with this formula, charge and spin in kcal per mole: 0.0
Electronic energy in a.u.: -1152.04361

```
43
Properties=species:S:1:pos:R:3:forces:R:3:lowdin_charge:R:1
C -2.635410 -2.270254 -3.475986 -0.113 0.152 0.162 -0.097
C -2.852139 -1.672447 -2.091013 0.205 -0.189 -0.116 -0.261
C -1.804224 -2.197296 -1.105789 -0.219 0.252 -0.024 -0.173
C -2.004861 -1.713265 0.337070 -0.346 -0.688 -0.319 -0.102
N -1.125700 -0.595592 0.786774 -0.225 -0.204 0.033 -0.236
C -1.184552 0.550446 -0.155533 -0.092 0.730 -0.703 -0.079
C -0.500779 1.779224 0.455404 0.130 0.005 0.120 -0.076
C 0.378858 1.310879 1.612822 0.031 0.214 0.123 -0.265
C -0.538478 0.820193 2.733528 0.170 0.053 -0.076 -0.090
C -1.579731 -0.127059 2.122869 -0.240 0.267 0.823 -0.082
C 1.227295 0.117661 1.145372 -0.094 -0.038 -0.265 -0.186
C 1.988086 0.451187 -0.149984 -0.357 -0.409 0.280 -0.389
O 1.599596 0.017081 -1.219029 0.073 0.077 -0.040 0.088
C 3.150551 1.289118 -0.021230 0.775 0.573 0.016 -0.435
C 3.940387 1.733700 -1.063215 -0.435 -0.237 0.325 -0.068
C 5.015360 2.520665 -0.636842 0.173 0.133 0.154 -0.150
C 5.047159 2.672744 0.720109 -0.246 -0.151 0.116 -0.370
S 3.770115 1.860870 1.504153 0.061 -0.048 -0.562 1.085
C 0.276584 -1.062195 0.912952 0.977 -0.361 -0.093 -0.040
H -2.704585 -3.354334 -3.441353 0.007 -0.135 -0.042 0.079
H -3.388130 -1.902820 -4.167091 -0.037 -0.010 -0.126 0.078
H -1.655656 -1.999745 -3.861967 0.110 -0.001 -0.088 0.079
H -2.803832 -0.585285 -2.165953 -0.067 0.066 0.086 0.098
H -3.848696 -1.941894 -1.735526 -0.045 0.084 0.073 0.115
H -0.811740 -1.944841 -1.478907 0.116 -0.059 0.014 0.110
H -1.868240 -3.286640 -1.104634 0.089 0.002 0.062 0.128
H -3.040010 -1.384945 0.460281 0.104 0.091 0.123 0.142
H -1.831450 -2.539424 1.030139 0.029 0.178 0.082 0.139
H -2.231585 0.755718 -0.379071 0.010 -0.159 0.077 0.142
H -0.672946 0.256902 -1.072463 -0.132 -0.114 0.145 0.128
H 0.097734 2.279625 -0.305209 -0.064 -0.002 -0.045 0.133
H -1.233442 2.497748 0.823740 -0.010 0.007 -0.026 0.132
H 1.017292 2.119892 1.967360 -0.069 -0.033 -0.024 0.128
H -1.038611 1.663785 3.207350 -0.034 -0.033 0.006 0.132
H 0.049771 0.315147 3.499538 -0.031 -0.030 0.040 0.130
H -1.739518 -0.995694 2.763689 -0.018 -0.035 -0.193 0.143
H -2.538497 0.377037 1.990792 0.029 -0.113 -0.131 0.147
H 1.958503 -0.134845 1.916337 -0.095 -0.069 0.030 0.140
H 3.730687 1.485106 -2.087809 -0.064 -0.069 -0.171 0.128
H 5.741436 2.957430 -1.297450 0.136 0.084 -0.092 0.114
H 5.758118 3.221306 1.306696 0.166 0.118 0.089 0.075
H 0.322506 -1.779802 1.732768 -0.170 0.046 -0.003 0.155
H 0.562772 -1.565088 -0.013693 -0.190 0.055 0.158 0.133
```
Positions in Å, forces in eV/Å.

> Number 2 is which compound?

C16H24NO4PSc

> Which of these has the highest electronic energy?

C16H24N8

> The highest frontier orbital gap belongs to which entry?

C16H24N8